Entry 1:
Density functional theory data (ωB97M-V with the def2-TZVPD basis set) for 6 unconnected molecules or ions with the total composition C20H18F24N7O16S8.

total charge: -1
max |F|: 4.03 eV Å⁻¹
ΔE to the lowest compared entry with this formula, charge and spin: 184.2 kJ/mol
highest occupied orbital energy: -0.2138 Ha

Atoms and positions in Å:
N: -3.72468 6.07275 -1.00146
H: -4.02120 6.11720 -1.97997
H: -4.40791 5.55698 -0.42661
H: -3.64317 7.07025 -0.68483
H: -2.82542 5.52060 -0.93020
C: 0.17236 15.37020 0.12498
N: 0.25139 13.91302 -0.08397
C: -0.57082 13.29744 -0.98279
C: -0.46978 11.94936 -1.19454
C: 0.48622 11.23655 -0.49423
C: 1.12131 11.82669 0.58275
C: 0.95754 13.18152 0.78556
C: 0.78315 9.84544 -0.95845
C: -0.13060 8.81065 -0.77121
C: 0.15883 7.56589 -1.30034
N: 1.42516 7.29685 -1.68018
C: 2.35434 8.24854 -1.83068
C: 2.05592 9.52435 -1.41966
C: 1.85867 5.91048 -2.02055
H: -0.07833 15.82495 -0.82806
H: 1.15952 15.65732 0.47725
H: -0.56731 15.55536 0.90148
H: -1.21619 13.97560 -1.52118
H: -1.09865 11.42839 -1.90277
H: 1.76901 11.26093 1.23702
H: 1.51209 13.67538 1.57058
H: -1.07453 8.99091 -0.26715
H: -0.55630 6.75396 -1.20943
H: 3.28394 7.97221 -2.30335
H: 2.74814 10.34487 -1.55508
H: 1.02117 5.22441 -2.06234
H: 2.65876 5.70399 -1.31547
H: 2.30080 5.96168 -3.01641
C: -8.50118 4.31412 -6.66512
F: -8.60823 5.63533 -6.74931
F: -9.62502 3.81680 -6.16606
F: -8.29705 3.84326 -7.90523
S: -6.99372 3.95037 -5.56467
O: -6.84221 2.51920 -5.59044
O: -5.92386 4.76900 -6.06800
N: -7.66197 4.32459 -4.03446
S: -6.89477 5.57435 -3.54781
O: -5.55399 5.31378 -3.02081
O: -7.11125 6.71117 -4.42110
C: -7.85819 6.11342 -2.01621
F: -7.72725 5.20385 -1.07477
F: -7.46422 7.31856 -1.59262
F: -9.14893 6.24451 -2.35543
C: -9.91047 3.09382 0.70724
F: -10.72425 3.87736 1.39549
F: -10.33316 1.84172 0.67647
F: -9.86633 3.56651 -0.53532
S: -8.14906 3.06261 1.48122
O: -7.93828 4.39672 1.99690
O: -8.25452 2.11362 2.57202
N: -7.20849 2.42878 0.21952
S: -5.78251 2.81968 0.74580
O: -5.36532 4.11570 0.22452
O: -5.44147 2.74111 2.16507
C: -4.70190 1.44028 -0.06175
F: -5.37712 0.27056 -0.05292
F: -4.44464 1.75463 -1.31701
F: -3.59794 1.22396 0.64937
C: -3.62731 9.38380 -2.82442
F: -4.58219 8.71306 -3.40227
F: -2.65592 8.48391 -2.54471
F: -3.17209 10.34684 -3.61706
S: -4.19695 10.12465 -1.17587
O: -3.19919 11.12608 -0.87674
O: -5.58301 10.46447 -1.29769
N: -4.06253 8.65741 -0.24472
S: -4.56851 9.17316 1.15777
O: -3.83241 10.29406 1.71022
O: -5.99130 9.32617 1.25113
C: -4.01484 7.85305 2.45312
F: -4.42669 6.64268 2.12664
F: -2.68386 7.89872 2.58019
F: -4.51820 8.17977 3.64104
C: -1.58684 4.44957 1.81690
F: -2.87861 4.44845 1.55543
F: -1.21090 5.69828 2.10300
F: -1.39562 3.67306 2.86777
S: -0.58685 3.80032 0.34203
O: 0.77295 4.21550 0.62514
O: -0.78254 2.38575 0.27627
N: -1.35026 4.68296 -0.91066
S: -0.97431 3.81954 -2.21275
O: 0.38927 3.33163 -2.26580
O: -1.96262 2.79805 -2.45975
C: -1.23378 5.11000 -3.59838
F: -0.42627 4.70737 -4.57921
F: -2.49933 5.11211 -3.93973
F: -0.89689 6.35014 -3.22269


Entry 2:
Density functional theory data (ωB97M-V with the def2-TZVPD basis set) for a molecular structure, C43H63AsGeN6O4STi.

total charge: +2
max |F|: 0.74 eV Å⁻¹
ΔE to the lowest compared entry with this formula, charge and spin: 93.0 kJ/mol
highest occupied orbital energy: -0.4342 Ha

Atoms and positions in Å:
Ti: 0.21165 0.24208 -0.67484
C: -2.12928 -6.39975 0.48767
C: -1.44996 -5.05921 0.50547
C: -0.18150 -4.88515 0.99311
C: 0.46328 -3.62657 0.97906
C: 1.69180 -3.38138 1.63551
N: 2.41334 -4.26249 2.26282
C: 3.57258 -3.95285 3.10663
C: 3.35087 -4.36135 4.56054
C: 2.26770 -3.57493 5.29563
N: 0.93468 -3.93289 4.82356
C: -0.00809 -3.11054 4.34846
C: -0.16881 -1.75539 4.53790
C: 0.34047 -1.02819 5.67341
C: -0.09563 0.21472 5.97430
C: 0.35816 0.97180 7.18800
C: -1.03877 0.82972 5.08159
C: -1.51513 0.24839 3.95322
C: -2.38377 1.04771 3.06956
N: -2.31770 0.98002 1.81098
C: -3.16153 1.86083 1.03048
C: -3.87305 1.06979 -0.05851
C: -2.98770 0.54879 -1.18748
N: -1.90648 -0.36355 -0.74867
C: -2.29967 -1.55644 -0.52582
C: -1.50602 -2.67518 -0.05946
C: -2.10275 -3.91456 0.01128
C: -0.18500 -2.50308 0.41002
O: 0.42318 -1.36043 0.30800
C: -1.13846 -1.13186 3.62180
O: -1.60784 -1.74542 2.65962
H: -1.78308 -7.03368 1.30302
H: -1.92794 -6.92384 -0.44843
H: -3.20932 -6.29459 0.57838
H: 0.32637 -5.74979 1.41058
H: 2.05135 -2.35939 1.66344
H: 2.12050 -5.23114 2.24462
H: 3.75199 -2.88107 3.01996
H: 4.44236 -4.47147 2.70285
H: 4.29830 -4.21690 5.08320
H: 3.14310 -5.43520 4.62327
H: 2.40979 -2.50856 5.13115
H: 2.35095 -3.75814 6.36849
H: 0.74514 -4.92043 4.75233
H: -0.75716 -3.58984 3.72309
H: 1.00440 -1.52143 6.37148
H: 0.98487 0.35355 7.82882
H: -0.49291 1.31568 7.77764
H: 0.93365 1.85576 6.90303
H: -1.37083 1.83685 5.32166
H: -3.04987 1.76379 3.57164
H: -2.51789 2.62130 0.56954
H: -3.89885 2.38765 1.64980
H: -4.63508 1.70055 -0.52367
H: -4.40088 0.23276 0.40728
H: -2.52388 1.36768 -1.72583
H: -3.62042 0.00793 -1.89546
H: -3.35151 -1.79499 -0.69665
H: -3.12786 -4.01215 -0.33132
C: 0.09328 -4.91458 -4.08882
C: 0.62349 -4.47645 -2.73211
N: 1.68855 -3.47274 -2.81527
C: 3.08206 -3.94309 -2.88342
C: 3.60072 -4.08673 -4.30657
C: 1.40868 -2.17721 -2.91795
S: -0.17952 -1.56345 -2.94929
N: 2.47277 -1.34378 -3.10636
C: 2.60577 -0.22757 -2.49142
O: 1.94214 0.11413 -1.41262
C: 3.57939 0.76859 -2.99926
C: 3.73668 1.97761 -2.33107
C: 4.59075 2.94858 -2.83082
C: 5.28620 2.71370 -4.00970
C: 5.13080 1.50642 -4.68137
C: 4.28263 0.53332 -4.17892
H: -0.73377 -5.61210 -3.95244
H: 0.85777 -5.41529 -4.68072
H: -0.27681 -4.05496 -4.64657
H: 1.03312 -5.32515 -2.18233
H: -0.18433 -4.04853 -2.13945
H: 3.11251 -4.90208 -2.36581
H: 3.70581 -3.24756 -2.32533
H: 3.04324 -4.83749 -4.86393
H: 4.64721 -4.39124 -4.28647
H: 3.53021 -3.13689 -4.83392
H: 3.18150 2.13835 -1.41866
H: 4.72456 3.88260 -2.29905
H: 5.95489 3.46765 -4.40336
H: 5.67607 1.32454 -5.59763
H: 4.15250 -0.40905 -4.69296
C: 3.29052 -0.09197 1.99495
Ge: 2.43428 1.66378 1.82480
C: 2.01220 2.28323 3.62927
C: 3.69356 2.96726 1.08178
C: 0.70794 1.47370 0.90425
H: 4.32338 0.01126 2.33003
H: 3.27823 -0.63154 1.04644
H: 2.73724 -0.65153 2.75501
H: 2.92422 2.39239 4.21848
H: 1.35608 1.57259 4.13219
H: 1.51221 3.25250 3.59628
H: 4.26555 3.36179 1.92306
H: 3.18457 3.81109 0.61209
H: 4.39979 2.53769 0.37566
H: 0.28911 2.46576 0.70204
H: 0.05997 1.03072 1.67296
C: 0.48384 2.40844 -4.58155
As: -0.12270 2.99195 -2.87246
C: 1.05090 4.27048 -2.07863
C: -1.84040 3.80402 -3.06800
O: -0.29736 1.66098 -1.85260
H: 0.46014 3.25330 -5.26934
H: -0.19005 1.62329 -4.92230
H: 1.49620 2.01959 -4.49926
H: 1.04664 5.17004 -2.69388
H: 2.05835 3.86524 -2.02051
H: 0.67950 4.50481 -1.08234
H: -1.75508 4.64849 -3.75127
H: -2.18928 4.15351 -2.09780
H: -2.53960 3.07698 -3.47674


Question: Look up the max |F| of the second one.
Answer: 0.74 eV Å⁻¹


Question: Which of these has the lowest total charge?
Answer: C20H18F24N7O16S8


Question: ΔE to the lowest compared entry with this formula, charge and spin of number 1 (C20H18F24N7O16S8)?
Answer: 184.2 kJ/mol